The following is a quantum chemistry calculation of 2 unconnected molecules or ions with the total composition C23H23N3S at a distorted geometry, from OMol25.

Summary:
- LUMO (Ha) = -0.067
- energy above the lowest of the compared OMol25 structures with the same formula, charge and spin (kJ/mol) = 178.3
- molecular weight (g mol⁻¹) = 373.52
- HOMO (Eh) = -0.232
- Kohn-Sham gap (eV) = 4.483

ORCA input file:
```
! RIJCOSX wB97M-V def2-TZVPD def2/J DEFGRID3
* xyz 0 1
S -1.4673 -4.1381 -2.9840
N 1.7100 0.1616 -4.3269
N -1.4094 0.0632 3.6954
N 0.1573 -4.8948 -5.1526
C 0.0649 -0.5852 1.8852
C 0.2370 -0.8243 0.5292
C 2.2131 0.2007 -5.6863
C -0.3793 -0.2035 4.6735
C 0.3908 -0.3214 -2.5468
C 1.5792 1.4727 -1.0055
C 3.4554 2.5941 -2.1140
C 1.3762 0.6935 -2.1379
C -3.6886 0.2207 1.9557
C -2.7353 0.1675 4.2627
C -0.6576 -0.8583 -1.8103
C -0.8358 -0.7253 -0.3971
C -2.3287 -0.1780 1.4703
C 1.2365 -0.6242 2.8181
C 0.6561 -0.5879 -3.9159
C 3.2132 1.8783 -3.3004
C 0.9902 0.1379 4.1210
C -0.5322 -4.5732 -4.2305
C -3.6691 0.9027 3.3221
C 2.1916 0.9394 -3.2716
C -1.2292 -0.2421 2.3777
C 2.6507 2.3853 -0.9821
C -2.1248 -0.4663 0.1346
H 1.7484 -0.1120 4.8674
H 1.2305 -1.0933 0.1623
H 1.4807 -1.6727 3.0561
H -3.3353 1.9409 3.2062
H 0.1513 -1.2901 -4.5761
H -1.4275 -1.3923 -2.3713
H 0.9092 1.3773 -0.1503
H 3.7908 2.0399 -4.2103
H 1.4210 0.5234 -6.3753
H 1.0552 1.2162 3.9307
H -0.4169 -1.2653 4.9813
H 4.2633 3.3242 -2.0814
H -2.6345 0.7013 5.2137
H 2.8534 2.9478 -0.0674
H -0.6133 0.4025 5.5558
H -3.1309 -0.8408 4.4876
H -2.9730 -0.4352 -0.5576
H 3.0483 0.9007 -5.7510
H 2.1166 -0.2077 2.3112
H 2.5473 -0.7967 -5.9973
H -4.1542 0.8889 1.2205
H -4.6710 0.9252 3.7558
H -4.3243 -0.6771 2.0060
*
```

Atom charges from the natural (NBO) analysis, given in e for atoms 1 to 2: number 1, S, carries -0.417; number 2, N, carries -0.299

The following is a quantum chemistry calculation of C23H23NO3 in the gas phase, from OMol25.

Summary:
- LUMO (Ha) = 0.008
- energy above the lowest of the compared OMol25 structures with the same formula, charge and spin (kJ/mol) = 72.5
- molecular weight (g mol⁻¹) = 361.44
- HOMO (Eh) = -0.302
- SMILES = O=C(O)[C@@H](c1ccc(OCc2ccc3ccccc3n2)cc1)C1CCCC1
- Kohn-Sham gap (eV) = 8.418

ORCA input file:
```
! RIJCOSX wB97M-V def2-TZVPD def2/J DEFGRID3
* xyz 0 1
O 1.8018 -1.0978 -3.9220
O 3.9330 -0.4858 -3.8518
O 0.5966 3.5120 0.7811
N -1.3332 1.7615 1.4377
C 0.4608 1.8381 -0.9960
C 0.7290 -2.4963 -1.4626
C 1.3490 -2.0992 0.8822
C 2.8708 -1.0215 -1.7670
C 2.5158 -2.7168 0.1076
C -2.2164 0.7878 1.7305
C -1.7551 2.8591 0.8764
C 2.8509 0.8172 -0.0631
C -4.4715 -0.1398 1.7738
C 2.2829 1.9094 0.5559
C 0.1710 -2.0498 -0.1040
C -3.1133 3.0936 0.5602
C -3.6030 0.9194 1.4481
C -3.9836 -1.2783 2.3536
C -2.6135 -1.4051 2.6337
C 1.0405 0.7405 -1.6087
C 1.0681 2.4259 0.1068
C -4.0309 2.1244 0.8492
C -1.7429 -0.3951 2.3320
C 2.9424 -0.8402 -3.2679
C 2.2535 -2.3833 -1.3654
C 2.2282 0.1968 -1.1428
C -0.7263 3.9190 0.5546
H -4.6517 -2.0899 2.6020
H 0.4775 -3.5440 -1.6374
H 1.1116 -2.6879 1.7680
H 2.7607 2.3818 1.3994
H -0.2298 -1.0389 -0.1609
H 2.7293 -3.1298 -2.0103
H -0.6875 -0.4708 2.5381
H -5.5256 -0.0351 1.5575
H 1.6058 -1.0919 1.2069
H -0.6400 -2.7063 0.2115
H 3.4804 -2.3502 0.4554
H -0.8675 4.2681 -0.4803
H -3.4019 4.0266 0.0994
H 0.3218 -1.9190 -2.2865
H 0.5458 0.3100 -2.4653
H 2.5053 -3.8018 0.2269
H -5.0800 2.2618 0.6249
H 1.9304 -0.9512 -4.8730
H 3.7911 0.4331 0.3056
H 3.9173 -1.0415 -1.4406
H -2.2521 -2.3131 3.0936
H -0.4709 2.2171 -1.3873
H -0.8746 4.7770 1.2203
*
```

Atom charges from the natural (NBO) analysis, given in e for atoms 1 to 2: number 1, O, carries -0.700; number 2, O, carries -0.593

The following is a quantum chemistry calculation of C23H23NO5 in the gas phase at a distorted geometry, from OMol25.

Summary:
- LUMO (Ha) = 0.013
- energy above the lowest of the compared OMol25 structures with the same formula, charge and spin (kJ/mol) = 331.6
- molecular weight (g mol⁻¹) = 393.44
- HOMO (Eh) = -0.280
- SMILES = COc1ccc([C@H](c2cn(C)c3ccccc23)C2C(=O)OC(C)(C)OC2=O)cc1
- Kohn-Sham gap (eV) = 7.987

ORCA input file:
```
! RIJCOSX wB97M-V def2-TZVPD def2/J DEFGRID3
* xyz 0 1
O -1.3550 1.8513 -2.0411
O 5.4580 0.1396 3.2637
O -2.3624 0.7487 -0.3899
O 2.2134 1.6094 -0.3197
O 0.9304 2.2950 -1.9941
N -2.1965 -1.6247 3.1032
C 3.4944 1.4800 3.4881
C 4.1096 0.2712 3.0851
C -2.4685 0.5841 2.5790
C 6.0494 -1.0760 2.7165
C -3.1576 -0.6149 2.9281
C -1.3238 1.2327 -0.7857
C -0.3526 3.0341 -3.9336
C 0.1094 0.5804 -3.5154
C 1.4266 0.8084 2.3868
C -0.9485 -1.1045 2.9197
C -3.2134 1.7351 2.4257
C 2.0148 -0.4202 2.0841
C -4.5966 1.6998 2.6192
C 0.0062 1.0713 1.8896
C 2.1862 1.7461 3.1220
C 1.0953 1.6757 -0.7410
C -1.0487 0.2308 2.4735
C 3.3466 -0.6904 2.3843
C -5.2662 0.4913 2.9341
C -0.1602 1.9193 -2.8809
C -0.0604 1.0627 0.0458
C -4.5258 -0.6812 3.0892
C -2.4665 -2.9983 3.4920
H 5.9752 -1.0851 1.6243
H -1.1899 2.7960 -4.6024
H 1.7701 2.7147 3.3971
H -0.5569 3.9954 -3.4562
H -2.0695 -3.2001 4.4957
H -3.5428 -3.1940 3.5205
H -1.9785 -3.6870 2.7864
H 7.0899 -1.0412 3.0286
H -0.7230 0.2969 -4.1659
H -5.0156 -1.6381 3.3154
H 1.4328 -1.1669 1.5396
H -5.1845 2.6112 2.5044
H 1.0221 0.6294 -4.1161
H -0.2453 2.1206 1.7523
H 5.5283 -1.9477 3.1254
H 0.5482 3.1388 -4.5524
H -0.0797 -1.7258 3.1412
H 0.1154 -0.0952 0.0877
H -6.3487 0.4997 3.0455
H 4.1402 2.1987 3.9984
H 0.2300 -0.1778 -2.7453
H -2.6897 2.6657 2.1687
H 3.8108 -1.6016 1.9945
*
```

Atom charges from the natural (NBO) analysis, given in e for atoms 1 to 2: number 1, O, carries -0.537; number 2, O, carries -0.496

The following is a quantum chemistry calculation of a molecular structure, C23H24BBrF6GaN8O2Sb, from OMol25.

Summary:
- LUMO (spin up / spin down) (Ha) = -0.345 / -0.346
- energy above the lowest of the compared OMol25 structures with the same formula, charge and spin (kJ/mol) = 0.0
- molecular weight (g mol⁻¹) = 840.69
- HOMO (spin up / spin down) (Eh) = -0.533 / -0.533
- Kohn-Sham gap (spin up / spin down) (eV) = 5.129 / 5.111

ORCA input file:
```
! RIJCOSX wB97M-V def2-TZVPD def2/J DEFGRID3
* xyz 2 1
Sb 3.1771 -3.4382 0.7823
Br -5.2179 -5.7657 -1.2556
Ga 0.8188 -0.5087 0.1012
F 2.3482 -1.5677 0.3461
F 3.9153 -5.0868 1.1818
F 2.1906 -4.0262 -0.7147
F 4.5230 -2.8448 -0.3629
F 3.9180 -2.4938 2.2121
F 1.6055 -3.6916 1.7960
O -0.0665 -2.1590 -0.1930
O -2.1395 -1.3796 -0.5923
N -1.1172 4.5101 -0.6804
N 0.1362 0.4484 -1.4966
N -0.5762 3.7948 0.2281
N -0.3753 1.7033 -1.3266
N -0.3872 0.2542 1.4608
N 2.0629 1.0996 0.4137
N -0.8372 1.5005 1.1531
N 1.4030 2.2933 0.3238
C -1.1683 -0.2573 2.4121
C -3.0763 -4.0096 -0.8194
C -0.8531 -4.7754 -0.3237
C -2.5587 -6.4358 -0.6623
C -1.3306 -2.2741 -0.4632
C 3.5570 2.7528 0.4891
C -1.9171 1.7595 1.9137
C -1.9463 6.8304 -0.9249
C -0.0632 0.0784 -2.7617
C -0.9474 -1.6180 2.9734
C 4.4366 0.3350 0.6685
C 0.3932 -1.2371 -3.2917
C -0.4155 4.5269 1.4344
C -0.7217 1.1130 -3.4315
C -3.4795 -5.3737 -0.8838
C 2.3062 3.2936 0.3488
C -1.3445 5.7786 -0.1099
C -1.2600 -6.1278 -0.3843
C -0.8962 2.1087 -2.4993
C -1.7714 -3.7230 -0.5415
C -2.1523 0.6836 2.7357
C 3.3702 1.3639 0.5247
C -0.8997 5.7753 1.2258
B -0.1090 2.3144 0.0590
H 4.4945 3.2757 0.5583
H -3.7892 -3.2128 -0.9867
H 4.2729 -0.2879 1.5466
H -1.8436 -2.2251 2.8395
H 4.4821 -0.3207 -0.1992
H -0.9353 6.5932 1.9250
H 2.0103 4.3264 0.2592
H 0.0326 4.0582 2.2967
H -0.4602 -1.8127 -3.6518
H -2.4590 2.6875 1.8251
H -1.2928 7.0424 -1.7799
H -0.1050 -2.1257 2.5054
H -2.8867 6.4725 -1.3565
H -1.0221 1.1310 -4.4644
H 0.1791 -4.5253 -0.1083
H -2.9318 0.5826 3.4701
H -2.1136 7.7416 -0.3591
H 1.0647 -1.0850 -4.1363
H 5.3975 0.8326 0.7722
H -2.9056 -7.4583 -0.7181
H -0.7528 -1.5539 4.0438
H 0.9173 -1.8273 -2.5411
H -0.5339 -6.9096 -0.2097
H -1.3534 3.0761 -2.5954
*
```

Atom charges from the natural (NBO) analysis, given in e for atoms 1 to 2: number 1, Sb, carries 3.192; number 2, Br, carries 0.404

The following is a quantum chemistry calculation of a molecular structure, C23H24BrCrN3O5S, from OMol25.

Summary:
- LUMO (spin up / spin down) (Ha) = -0.117 / -0.107
- energy above the lowest of the compared OMol25 structures with the same formula, charge and spin (kJ/mol) = 0.0
- molecular weight (g mol⁻¹) = 586.43
- expectation value of S² = 0.80
- HOMO (spin up / spin down) (Eh) = -0.384 / -0.384
- Kohn-Sham gap (spin up / spin down) (eV) = 7.262 / 7.539

ORCA input file:
```
! RIJCOSX wB97M-V def2-TZVPD def2/J DEFGRID3
* xyz 1 2
Br -0.1307 -3.2950 2.4658
Cr 0.0081 -1.0342 0.4024
S 0.2490 1.4335 -1.4633
O -0.0471 -2.3992 -0.7510
O 0.9484 0.3750 -0.5644
O -0.7092 -0.1006 1.8625
O -0.4366 1.0656 4.1953
O 4.8526 -2.8670 3.7653
N -2.5009 0.4208 0.5470
N 1.7236 -1.5672 1.4496
N -1.8276 -0.4781 -0.2678
C -2.0635 2.6196 4.8204
C 1.9150 0.4183 -3.4775
C 0.4915 0.8180 -3.1364
C -0.1257 -3.3955 -2.8771
C 3.8640 -2.4137 2.9918
C -1.8296 0.5860 1.6434
C -3.9341 3.1411 3.3931
C -1.8564 -1.8330 -2.2366
C -3.4629 2.2486 2.4597
C -1.5801 1.7116 3.8784
C -0.7494 -3.5790 -4.0976
C -1.9331 -2.9106 -4.4020
C 4.0220 -1.3847 2.0613
C 1.4179 2.7907 -1.3876
C -3.2229 3.3229 4.5804
C -2.4501 -0.8923 -1.3072
C -0.6715 -2.5265 -1.9344
C 2.6151 -3.0152 3.1376
C -2.4793 -2.0517 -3.4717
C 1.0719 3.8899 -2.3821
C 1.5965 -2.5499 2.3446
C -2.2838 1.5192 2.6780
C 2.9321 -0.9993 1.3195
H 4.9765 -0.8952 1.9222
H 1.6771 4.7694 -2.1706
H -0.2285 0.4548 3.4686
H -3.4497 -0.5085 -1.4951
H -0.3162 -4.2609 -4.8176
H 1.3469 3.1386 -0.3563
H -1.5037 2.7465 5.7370
H -0.1927 -0.0312 -3.1970
H 0.0247 4.1851 -2.3081
H -3.4047 -1.5306 -3.6871
H 0.0926 1.5988 -3.7882
H 0.7813 -3.9274 -2.6229
H -3.5839 4.0207 5.3247
H 2.9971 -0.2072 0.5863
H 2.4112 2.3696 -1.5407
H 2.4652 -3.8122 3.8499
H 5.6756 -2.3900 3.6025
H 1.9210 -0.0638 -4.4542
H -4.8460 3.6916 3.2102
H 2.3027 -0.2925 -2.7487
H 2.5830 1.2772 -3.5289
H -3.9970 2.0858 1.5340
H 1.2767 3.5831 -3.4071
H -2.4222 -3.0700 -5.3525
*
```

Atom charges from the natural (NBO) analysis, given in e for atoms 1 to 2: number 1, Br, carries 0.185; number 2, Cr, carries 1.231

The following is a quantum chemistry calculation of C23H24FN3O2 in the gas phase, from OMol25.

Summary:
- LUMO (Ha) = 0.025
- energy above the lowest of the compared OMol25 structures with the same formula, charge and spin (kJ/mol) = 233.6
- molecular weight (g mol⁻¹) = 393.46
- HOMO (Eh) = -0.286
- SMILES = COc1ccc(F)cc1C(=O)[C@H]1CCCN(Cc2cccn2-c2ccccn2)C1
- Kohn-Sham gap (eV) = 8.462

ORCA input file:
```
! RIJCOSX wB97M-V def2-TZVPD def2/J DEFGRID3
* xyz 0 1
F -6.2522 0.2587 -2.0703
O -2.6278 2.7185 0.6070
O -2.3604 -0.9690 1.5826
N 2.7024 -1.2167 -0.4783
N 4.5617 -0.4675 0.7005
N 1.2641 1.1163 1.5461
C 6.4298 0.5255 -0.3946
C 1.7774 -0.2364 1.6786
C 2.2735 -2.0530 -1.4793
C 1.3365 1.8789 -0.8284
C 5.7986 0.3790 -1.6222
C -2.4286 -2.1517 2.3466
C -0.8523 1.1855 0.1863
C -2.2993 1.5857 0.3340
C -5.2949 -0.0638 -1.1748
C -0.1628 2.1508 -0.7877
C -5.3037 -1.3184 -0.5989
C -0.1579 1.3104 1.5685
C 4.5430 -0.1945 -1.6709
C 0.6642 -1.9061 0.0546
C -3.3254 0.5386 0.0503
C 1.0247 -2.5011 -1.1745
C -4.3272 -1.6400 0.3280
C -3.3305 -0.7276 0.6610
C -4.3288 0.8686 -0.8506
C 1.7065 -1.1231 0.4719
C 3.9571 -0.6126 -0.4721
C 1.9196 1.9753 0.5869
C 5.7589 0.0885 0.7347
H 2.9868 1.7448 0.5818
H 1.5098 0.8856 -1.2439
H -0.3518 2.3251 1.9366
H -4.3531 -2.6157 0.7854
H 1.2094 -0.7116 2.4827
H 2.9097 -2.3020 -2.3052
H -0.6049 0.5981 2.2622
H -6.0698 -2.0296 -0.8634
H 7.4089 0.9701 -0.3185
H -3.3702 -2.2159 2.8998
H -0.2596 -2.0433 0.5786
H -1.6005 -2.0929 3.0517
H 6.1935 0.1806 1.7212
H -2.3086 -3.0457 1.7260
H 6.2770 0.7162 -2.5302
H -0.5939 2.0381 -1.7857
H 1.8320 2.6071 -1.4733
H 1.7976 3.0067 0.9403
H 2.8206 -0.1530 1.9942
H -4.3446 1.8508 -1.2958
H -0.7669 0.1616 -0.1788
H 4.0166 -0.2999 -2.6060
H 0.4311 -3.1785 -1.7562
H -0.3467 3.1736 -0.4515
*
```

Atom charges from the natural (NBO) analysis, given in e for atoms 1 to 2: number 1, F, carries -0.324; number 2, O, carries -0.537

energy above the lowest of the compared OMol25 structures with the same formula, charge and spin of number 4 (C23H24BBrF6GaN8O2Sb)? 0.0 kJ/mol

Which value of molecular weight does entry 6 give? 393.46 g mol⁻¹